Entry 1
The following is a quantum chemistry calculation of one molecule with the formula C4H4F2O, from the Open Molecules 2025 dataset.

The lowest unoccupied orbital energy is 0.5 eV. As for the SMILES: C=CC(F)(F)C=O. As for the spin multiplicity: 1.

Each atom is followed by the atoms it is bonded to, with distances in Å.
Atoms and positions in Å:
1 C -0.281 -0.279 0.423  H2 1.081, C5 1.320, C9 1.491
2 H -0.504 -1.337 0.423  C1 1.081
3 F 0.986 1.354 1.634  C9 1.351
4 H 3.067 -0.697 0.680  C6 1.098
5 C -0.953 0.589 -0.311  C1 1.320, H10 1.077, H11 1.075
6 C 2.247 -0.187 0.156  H4 1.098, O7 1.182, C9 1.692
7 O 2.240 0.168 -0.971  C6 1.182
8 F 1.141 -0.714 2.281  C9 1.355
9 C 0.941 0.076 1.199  C1 1.491, F3 1.351, C6 1.692, F8 1.355
10 H -0.713 1.638 -0.313  C5 1.077
11 H -1.778 0.277 -0.927  C5 1.075

---

Entry 2
The following is a quantum chemistry calculation of one molecule with the formula C4H4F2O, from the Open Molecules 2025 dataset.

The lowest unoccupied orbital energy is 0.7 eV. As for the SMILES: O=C[C@@H]1CC1(F)F. As for the spin multiplicity: 1.

Each atom is followed by the atoms it is bonded to, with distances in Å.
Atoms and positions in Å:
1 H -0.325 -0.312 -1.850  C2 1.033
2 C -0.551 -0.513 -0.862  H1 1.033, H5 1.032, C6 1.506, C9 1.483
3 H 0.087 -0.513 1.393  C6 1.114
4 F -1.659 1.733 -0.407  C9 1.359
5 H -0.964 -1.450 -0.737  C2 1.032
6 C 0.057 0.013 0.411  C2 1.506, H3 1.114, C7 1.535, C9 1.545
7 C 1.129 1.100 0.576  C6 1.535, H8 1.121, O11 1.206
8 H 0.716 1.716 1.417  C7 1.121
9 C -1.344 0.456 -0.067  C2 1.483, F4 1.359, C6 1.545, F10 1.369
10 F -2.462 -0.027 0.559  C9 1.369
11 O 2.145 1.187 -0.067  C7 1.206

---

entry 1 comes first in stability; the runner-up is 0.0267 hartree higher.